36
Properties=species:S:1:pos:R:3 method="wB97M-V/def2-TZVPD" total_charge=+1 homo_ev="-11.1 / -11.7" lumo_energy_ev="-4.28 / -6.66" e_tot_ha=-2214.79594 spin_multiplicity=5
Rh 0.65047 -0.68492 -0.17879
N 0.89872 -0.35546 2.67587
N 1.41922 0.93239 2.88607
C 1.40722 1.82726 1.88748
N 1.91517 3.04173 2.04673
N 0.83938 1.38143 0.76968
N 0.61734 2.10058 -0.32231
O 0.81048 3.29126 -0.35028
O 0.15074 1.44934 -1.24942
H -0.11798 -0.36486 2.76501
H 1.31158 -1.00615 3.33566
H 1.76661 1.19358 3.80153
H 2.38757 3.32068 2.88947
H 1.83332 3.69284 1.26941
Cl -5.53152 0.61002 -3.38378
C -4.23466 0.30014 -2.32396
C -4.20098 0.95039 -1.07902
C -3.18784 0.66212 -0.19625
Cl -3.10299 1.43686 1.32243
C -2.16540 -0.30856 -0.48431
O -1.32226 -0.63165 0.40429
C -2.16402 -0.86106 -1.83444
C -1.05698 -1.65618 -2.26702
O -0.10863 -2.04737 -1.54831
C -3.21625 -0.56931 -2.70269
H -4.96897 1.66529 -0.82473
H -1.03361 -1.91745 -3.33191
H -3.24377 -1.03274 -3.67933
N 2.01307 -2.59750 0.52892
N 3.22203 -2.39536 -0.13704
C 3.53865 -1.12026 -0.68464
O 4.66578 -0.93095 -1.05889
O 2.57274 -0.28824 -0.67560
H 2.14571 -2.82156 1.51634
H 1.45952 -3.32641 0.06942
H 4.03054 -2.93993 0.14438